Entry from OMol25: a structure of composition C34H29N3O5S2Tc (ωB97M-V with the def2-TZVPD basis set).

```
! wB97M-V def2-TZVPD RIJCOSX def2/J DEFGRID3
* xyz -2 2
Tc -1.250 0.332 -2.497
S 0.874 -0.903 -2.192
C 1.849 -0.613 -0.804
N 2.010 -1.676 0.108
C 2.268 -1.298 1.481
C 3.490 -0.424 1.516
N 3.307 0.699 0.629
C 3.955 1.920 1.041
C 3.214 2.578 2.182
C 1.839 2.783 2.067
C 1.127 3.377 3.095
C 1.779 3.776 4.259
C 3.144 3.575 4.382
C 3.856 2.977 3.347
C 2.559 0.604 -0.545
S 2.539 1.889 -1.634
C 1.232 -2.894 -0.022
C 2.004 -4.084 0.491
C 1.511 -4.890 1.508
C 2.230 -5.993 1.958
C 3.459 -6.296 1.395
C 3.964 -5.492 0.378
C 3.242 -4.397 -0.068
H 2.429 -2.197 2.077
H 1.412 -0.754 1.908
H 4.368 -1.020 1.226
H 3.656 -0.050 2.531
H 3.968 2.585 0.175
H 4.992 1.714 1.334
H 1.340 2.474 1.155
H 0.060 3.530 2.989
H 1.220 4.236 5.064
H 3.658 3.876 5.288
H 4.923 2.810 3.449
H 0.996 -3.028 -1.075
H 0.268 -2.812 0.501
H 0.551 -4.649 1.952
H 1.828 -6.610 2.752
H 4.023 -7.152 1.744
H 4.922 -5.724 -0.070
H 3.632 -3.762 -0.855
O -7.637 2.337 -4.885
C -7.107 1.226 -5.094
O -7.528 0.241 -5.726
C -5.689 1.063 -4.490
C -5.233 1.947 -3.519
C -3.982 1.774 -2.965
N -3.166 0.780 -3.334
C -3.584 -0.069 -4.286
C -4.833 0.038 -4.871
C -2.595 -1.166 -4.656
O -2.919 -2.020 -5.464
O -1.456 -1.076 -4.053
H -5.871 2.768 -3.221
H -3.599 2.432 -2.196
H -5.142 -0.687 -5.611
C -0.721 3.344 -1.642
C -0.759 2.243 -2.681
O -0.527 2.484 -3.861
H -0.453 4.299 -2.099
H 0.012 3.075 -0.881
H -1.697 3.413 -1.157
C -1.645 0.306 -0.850
C -2.008 0.235 0.540
C -1.032 0.460 1.518
C -1.358 0.423 2.864
C -2.667 0.174 3.259
C -3.645 -0.041 2.294
C -3.322 -0.017 0.947
H -0.020 0.673 1.194
H -0.590 0.600 3.609
H -2.925 0.152 4.311
H -4.668 -0.233 2.596
H -4.078 -0.192 0.192
*
```

Results
Highest occupied orbital energy (alpha / beta) in eV: -1.73 / -2.21
Energy in Ha: -2730.7746
E_LUMO (alpha / beta) in eV: 3.70 / 3.70
Frontier orbital gap (alpha / beta) in eV: 5.428 / 5.911
<S²>: 0.76

***

Entry from OMol25: a structure of composition C34H30AsCdN3O4PSSe (ωB97M-V with the def2-TZVPD basis set).

```
! wB97M-V def2-TZVPD RIJCOSX def2/J DEFGRID3
* xyz -1 1
Cd 0.104 0.421 -0.285
C 1.434 -1.448 6.954
C 1.076 -0.118 6.800
C 0.791 0.391 5.539
C 0.859 -0.431 4.419
C 1.202 -1.776 4.587
C 1.496 -2.279 5.843
P 0.493 0.090 2.697
C 0.161 1.884 2.922
C -1.139 2.232 3.289
C -1.472 3.553 3.549
C -0.510 4.544 3.421
C 0.775 4.212 3.021
C 1.113 2.890 2.773
C 2.150 0.132 1.930
C 3.353 -0.073 2.598
C 4.539 -0.097 1.879
C 4.513 0.079 0.505
C 3.305 0.292 -0.150
C 2.092 0.323 0.536
H 1.661 -1.837 7.939
H 1.025 0.532 7.665
H 0.518 1.432 5.424
H 1.245 -2.419 3.713
H 1.774 -3.319 5.962
H -1.888 1.453 3.381
H -2.483 3.808 3.842
H -0.765 5.578 3.614
H 1.518 4.993 2.900
H 2.129 2.640 2.489
H 3.371 -0.220 3.671
H 5.480 -0.265 2.389
H 5.434 0.030 -0.065
H 3.325 0.390 -1.231
O -2.631 -0.263 -6.800
C -1.406 -0.251 -6.604
O -0.440 -0.229 -7.389
C -0.989 -0.255 -5.090
C 0.352 -0.380 -4.745
C 0.703 -0.380 -3.410
N -0.198 -0.256 -2.431
C -1.492 -0.142 -2.751
C -1.925 -0.149 -4.070
C -2.498 -0.024 -1.591
O -3.668 -0.280 -1.833
O -2.027 0.334 -0.447
H 1.086 -0.471 -5.533
H 1.735 -0.501 -3.094
H -2.977 -0.070 -4.299
Se 1.985 3.090 -1.734
N 0.329 2.928 -1.151
C -0.149 4.155 -0.992
C -1.471 4.452 -0.578
C -1.835 5.758 -0.461
C -0.920 6.815 -0.730
C 0.356 6.572 -1.139
C 0.774 5.225 -1.296
N 1.978 4.846 -1.707
H -2.154 3.640 -0.364
H -2.840 6.004 -0.143
H -1.257 7.837 -0.616
H 1.049 7.374 -1.354
C 0.480 -5.671 1.685
As 0.249 -4.591 0.076
C -1.661 -4.617 -0.270
C 1.023 -5.687 -1.336
S 1.161 -2.745 0.266
H 0.205 -6.712 1.522
H -0.127 -5.245 2.482
H 1.527 -5.601 1.975
H -2.025 -5.641 -0.334
H -1.854 -4.092 -1.205
H -2.171 -4.086 0.531
H 0.713 -6.728 -1.250
H 2.106 -5.612 -1.262
H 0.714 -5.287 -2.300
*
```

Results
Highest occupied orbital energy in eV: -5.13
Energy in Ha: -7323.4402
E_LUMO in eV: 0.97
Frontier orbital gap in eV: 6.094

***

Entry from OMol25: a cluster of 3 separate species, C34H30ClI2O6P in total at a distorted geometry (ωB97M-V with the def2-TZVPD basis set).

```
! wB97M-V def2-TZVPD RIJCOSX def2/J DEFGRID3
* xyz 0 1
C 5.155 -4.419 1.389
C 3.818 -4.065 0.733
C 2.626 -4.548 1.549
O 1.400 -4.030 1.069
P 0.316 -5.046 0.327
O 1.071 -5.118 -1.096
Cl -1.138 -6.558 -0.384
C -1.077 -3.865 0.490
I -0.583 -1.840 0.043
C -1.837 -4.054 1.801
C -3.168 -3.314 1.820
I -0.750 -3.545 3.583
H 5.035 -4.592 2.460
H 5.582 -5.326 0.964
H 5.885 -3.624 1.265
H 3.767 -4.500 -0.266
H 3.709 -2.989 0.597
H 2.726 -4.230 2.590
H 2.603 -5.647 1.557
H 0.528 -5.995 1.324
H 1.702 -5.840 -1.112
H -1.765 -4.154 -0.298
H -2.024 -5.123 1.895
H -3.746 -3.576 0.934
H -3.729 -3.585 2.711
H -3.017 -2.237 1.842
O 0.509 3.180 1.547
C 1.664 3.141 1.915
C 2.495 4.378 1.975
C 1.917 5.593 1.628
C 2.666 6.754 1.689
C 3.995 6.709 2.096
C 4.577 5.500 2.436
C 3.832 4.331 2.376
C 4.487 3.038 2.735
O 5.657 2.992 3.045
C 3.646 1.806 2.701
C 4.214 0.592 3.064
C 3.449 -0.561 3.046
C 2.112 -0.512 2.667
C 1.539 0.697 2.314
C 2.303 1.857 2.323
H 0.883 5.610 1.316
H 2.215 7.700 1.419
H 4.577 7.619 2.146
H 5.611 5.446 2.749
H 5.255 0.570 3.358
H 3.896 -1.504 3.332
H 1.513 -1.415 2.648
H 0.496 0.750 2.031
O -2.475 1.216 -5.678
C -3.173 1.376 -4.700
C -4.663 1.398 -4.811
C -5.245 1.205 -6.057
C -6.623 1.205 -6.183
C -7.426 1.397 -5.064
C -6.851 1.595 -3.822
C -5.469 1.597 -3.690
C -4.873 1.825 -2.339
O -5.574 2.036 -1.374
C -3.386 1.780 -2.224
C -2.804 1.955 -0.975
C -1.427 1.899 -0.840
C -0.627 1.665 -1.954
C -1.200 1.497 -3.202
C -2.580 1.554 -3.343
H -4.604 1.055 -6.915
H -7.075 1.054 -7.154
H -8.503 1.393 -5.165
H -7.460 1.752 -2.942
H -3.441 2.128 -0.120
H -0.971 2.035 0.132
H 0.449 1.614 -1.843
H -0.592 1.318 -4.078
*
```

Results
Highest occupied orbital energy in eV: -9.41
Energy in Ha: -3162.0863
E_LUMO in eV: -1.07
Frontier orbital gap in eV: 8.336
Structure (SMILES): CCCO[PH](O)(Cl)[C@H](I)[C@H](C)I.O=C1c2ccccc2C(=O)c2ccccc21.O=C1c2ccccc2C(=O)c2ccccc21

***

Entry from OMol25: a cluster of 7 separate species, C34H30F48O9 in total at a distorted geometry (ωB97M-V with the def2-TZVPD basis set).

```
! wB97M-V def2-TZVPD RIJCOSX def2/J DEFGRID3
* xyz 0 1
F 5.566 0.256 4.715
C 5.500 0.363 3.372
F 4.643 -0.570 2.900
C 5.030 1.739 2.895
F 5.890 2.722 3.237
F 3.862 2.023 3.541
C 4.781 1.902 1.388
O 3.678 1.191 0.807
C 3.968 0.213 -0.116
F 4.836 -0.709 0.347
F 2.829 -0.480 -0.316
C 4.392 0.768 -1.449
F 5.429 1.640 -1.422
F 4.617 -0.199 -2.359
H 6.524 0.218 3.000
H 5.711 1.700 0.859
H 4.613 2.973 1.306
H 3.521 1.354 -1.772
F -7.294 -3.959 0.428
C -6.280 -3.490 -0.323
F -6.031 -4.386 -1.322
C -6.627 -2.099 -0.918
F -6.732 -1.135 0.024
F -7.783 -2.177 -1.606
C -5.482 -1.625 -1.878
O -5.354 -0.218 -1.912
C -5.312 0.352 -3.168
F -4.039 0.772 -3.346
F -5.670 -0.437 -4.184
C -6.137 1.663 -3.081
F -5.858 2.633 -3.973
F -7.469 1.468 -2.897
H -5.357 -3.430 0.265
H -5.581 -2.213 -2.791
H -4.543 -2.044 -1.505
H -5.823 2.106 -2.130
F -3.817 -1.104 1.093
C -2.483 -0.894 1.070
F -1.839 -2.092 1.056
C -2.037 -0.172 -0.213
F -2.677 0.994 -0.505
F -2.416 -0.993 -1.261
C -0.547 0.105 -0.287
O -0.044 0.528 0.984
C 0.290 1.858 1.083
F 1.096 2.235 0.069
F -0.848 2.588 0.906
C 0.909 2.162 2.470
F 1.128 3.461 2.647
F 0.081 1.706 3.436
H -2.178 -0.335 1.960
H -0.201 0.642 -1.169
H -0.015 -0.836 -0.468
H 1.831 1.582 2.497
F -3.309 0.948 10.206
C -2.599 0.495 9.168
F -1.686 -0.438 9.518
C -3.493 -0.036 8.002
F -4.400 -0.943 8.497
F -2.720 -0.644 7.095
C -4.384 1.069 7.408
O -3.439 1.982 6.819
C -3.605 2.288 5.486
F -4.903 2.631 5.244
F -2.953 3.454 5.225
C -3.091 1.224 4.495
F -3.873 0.089 4.533
F -3.192 1.656 3.220
H -2.019 1.310 8.725
H -4.860 1.650 8.198
H -5.161 0.657 6.768
H -2.086 0.906 4.786
F 5.692 4.342 -6.838
C 6.686 4.878 -6.038
F 6.788 6.213 -6.211
C 6.380 4.400 -4.588
F 7.550 4.427 -3.919
F 6.072 3.084 -4.718
C 5.250 5.283 -4.097
O 4.999 4.902 -2.738
C 3.973 5.525 -2.093
F 4.218 6.865 -2.092
F 2.814 5.346 -2.767
C 3.768 5.012 -0.697
F 3.355 3.727 -0.790
F 4.870 5.095 0.089
H 7.526 4.370 -6.527
H 4.367 5.047 -4.690
H 5.517 6.337 -4.126
H 3.006 5.641 -0.223
F 0.066 -3.203 2.926
C 1.037 -4.072 3.288
F 0.489 -5.150 3.934
C 1.928 -4.512 2.154
F 2.608 -5.634 2.471
F 2.879 -3.571 1.901
C 1.074 -4.690 0.869
O 1.709 -5.405 -0.163
C 1.236 -5.250 -1.463
F 1.560 -6.298 -2.196
F -0.133 -5.247 -1.460
C 1.894 -4.019 -2.070
F 1.530 -3.888 -3.403
F 1.693 -2.788 -1.549
H 1.600 -3.601 4.108
H 0.649 -3.734 0.553
H 0.158 -5.239 1.122
H 2.983 -4.154 -2.065
C -1.636 -2.657 -3.857
C -1.083 -3.018 -5.221
C -1.921 -3.997 -6.075
O -1.863 -3.374 -7.373
C -1.479 -2.081 -7.243
O -1.555 -1.259 -8.098
O -0.934 -1.899 -6.046
H -2.592 -2.125 -3.829
H -0.927 -1.997 -3.358
H -1.857 -3.570 -3.301
H -0.132 -3.471 -4.938
H -2.934 -4.283 -5.799
H -1.357 -4.929 -6.136
*
```

Results
Highest occupied orbital energy in eV: -10.88
Energy in Ha: -6784.3195
E_LUMO in eV: 0.19
Frontier orbital gap in eV: 11.070
Structure (SMILES): FC(F)C(F)(F)COC(F)(F)C(F)F.FC(F)C(F)(F)COC(F)(F)C(F)F.FC(F)C(F)(F)COC(F)(F)C(F)F.FC(F)C(F)(F)COC(F)(F)C(F)F.FC(F)C(F)(F)COC(F)(F)C(F)F.FC(F)C(F)(F)COC(F)(F)C(F)F.C[C@H]1COC(=O)O1

***

Entry from OMol25: a structure of composition C34H30IrN4O6PS4 (ωB97M-V with the def2-TZVPD basis set).

```
! wB97M-V def2-TZVPD RIJCOSX def2/J DEFGRID3
* xyz -1 2
Ir 0.027 -0.832 0.339
C 1.788 -0.721 6.012
C 0.366 -0.186 5.927
N 0.125 0.516 4.669
C 0.374 1.952 4.686
C -0.873 2.752 5.035
C -0.246 -0.147 3.557
S -0.613 0.787 2.160
N -0.305 -1.484 3.736
C -0.692 -2.339 2.811
O -1.007 -2.124 1.605
C -0.791 -3.766 3.241
C -1.019 -4.109 4.569
C -1.115 -5.442 4.937
C -0.964 -6.437 3.981
C -0.719 -6.098 2.658
C -0.642 -4.765 2.284
H 1.947 -1.233 6.963
H 2.517 0.087 5.934
H 1.964 -1.423 5.199
H 0.171 0.530 6.730
H -0.349 -0.998 6.020
H 0.754 2.247 3.710
H 1.162 2.130 5.422
H -1.622 2.634 4.252
H -0.631 3.812 5.130
H -1.304 2.415 5.980
H -1.116 -3.320 5.302
H -1.304 -5.706 5.970
H -1.031 -7.479 4.269
H -0.586 -6.872 1.913
H -0.444 -4.481 1.258
S -1.120 -1.706 -1.418
C -0.170 -1.194 -2.735
C -0.614 -1.605 -4.032
N -0.988 -1.942 -5.066
C 0.910 -0.346 -2.637
S 1.356 0.309 -1.063
C 1.588 0.160 -3.770
N 2.150 0.584 -4.683
O 4.147 -2.043 0.508
S 2.788 -1.612 0.465
O 2.824 -0.448 -0.747
O 2.297 -0.855 1.614
O 1.808 -2.587 -0.005
O -1.868 1.622 -0.678
P -3.287 2.030 -0.763
C -4.369 0.960 0.220
C -5.700 1.263 0.503
C -6.463 0.390 1.260
C -5.897 -0.785 1.745
C -4.571 -1.083 1.474
C -3.806 -0.212 0.711
C -3.888 1.953 -2.471
C -5.170 2.318 -2.872
C -5.549 2.175 -4.197
C -4.651 1.661 -5.125
C -3.373 1.294 -4.731
C -2.991 1.443 -3.405
C -3.627 3.705 -0.161
C -3.731 4.794 -1.020
C -3.886 6.075 -0.508
C -3.929 6.273 0.864
C -3.812 5.190 1.728
C -3.662 3.911 1.217
H -6.137 2.190 0.151
H -7.497 0.626 1.480
H -6.494 -1.463 2.343
H -4.118 -1.990 1.857
H -2.764 -0.422 0.509
H -5.876 2.717 -2.152
H -6.547 2.460 -4.506
H -4.952 1.543 -6.158
H -2.675 0.882 -5.448
H -2.000 1.159 -3.072
H -3.688 4.642 -2.092
H -3.967 6.918 -1.182
H -4.049 7.272 1.263
H -3.834 5.344 2.799
H -3.557 3.067 1.889
*
```

Results
Highest occupied orbital energy (alpha / beta) in eV: -4.69 / -4.81
Energy in Ha: -4022.6937
E_LUMO (alpha / beta) in eV: 1.97 / 1.95
Frontier orbital gap (alpha / beta) in eV: 6.655 / 6.759
<S²>: 0.76

***

Entry from OMol25: a structure of composition C34H30MoN3O2PSe3Te at a distorted geometry (ωB97M-V with the def2-TZVPD basis set).

```
! wB97M-V def2-TZVPD RIJCOSX def2/J DEFGRID3
* xyz 0 3
Mo -0.191 0.066 0.108
O 4.145 -3.357 0.282
C 4.625 -2.294 0.939
C 5.919 -2.378 1.456
C 6.473 -1.323 2.148
C 5.750 -0.153 2.340
C 4.472 -0.055 1.838
C 3.888 -1.112 1.139
C 2.515 -0.972 0.656
O 1.806 0.043 0.945
N 1.996 -1.941 -0.074
N 0.730 -1.659 -0.395
C 0.121 -2.539 -1.162
C -1.242 -2.321 -1.379
C -2.054 -3.259 -2.043
C -3.405 -3.058 -2.120
C -3.926 -1.898 -1.533
C -3.074 -1.008 -0.926
N -1.741 -1.170 -0.834
H 3.243 -3.140 -0.047
H 6.468 -3.292 1.294
H 7.478 -1.413 2.534
H 6.193 0.672 2.874
H 3.899 0.849 1.970
H 0.642 -3.416 -1.521
H -1.573 -4.123 -2.473
H -4.052 -3.764 -2.614
H -4.981 -1.680 -1.577
H -3.477 -0.089 -0.516
C -1.153 -3.018 4.885
C -2.261 -2.778 3.904
C -3.421 -3.533 4.048
C -4.537 -3.329 3.260
C -4.538 -2.307 2.325
C -3.386 -1.565 2.153
C -2.227 -1.818 2.883
P -0.805 -0.787 2.338
C 0.585 -1.879 2.796
C 0.484 -3.130 2.183
C 1.471 -4.079 2.342
C 2.570 -3.783 3.130
C 2.682 -2.540 3.726
C 1.708 -1.561 3.561
C 1.871 -0.207 4.177
C -0.997 0.684 3.375
C -1.612 0.676 4.626
C -1.874 1.868 5.274
C -1.545 3.071 4.664
C -0.934 3.078 3.426
C -0.645 1.890 2.753
C 0.040 1.914 1.434
H -1.572 -3.234 5.867
H -0.503 -2.154 4.974
H -0.549 -3.876 4.591
H -3.441 -4.296 4.815
H -5.408 -3.952 3.390
H -5.422 -2.095 1.742
H -3.367 -0.744 1.450
H -0.388 -3.351 1.575
H 1.391 -5.042 1.861
H 3.348 -4.518 3.265
H 3.559 -2.315 4.314
H 2.890 -0.060 4.524
H 1.191 -0.068 5.019
H 1.649 0.558 3.436
H -1.896 -0.261 5.082
H -2.348 1.863 6.244
H -1.765 4.007 5.157
H -0.677 4.016 2.954
H 1.121 2.005 1.616
H -0.230 2.863 0.945
Se 1.452 1.056 -1.703
Se 0.528 1.469 -3.730
Te -2.003 1.328 -3.243
Se -1.860 1.921 -0.830
*
```

Results
Highest occupied orbital energy (alpha / beta) in eV: -7.01 / -6.57
Energy in Ha: -9510.3223
E_LUMO (alpha / beta) in eV: -1.02 / -1.95
Frontier orbital gap (alpha / beta) in eV: 5.985 / 4.619
<S²>: 2.07